Computed, not measured: C51H38BrN7O3P2Pr as an isolated structure in a non-equilibrium geometry, with wB97M-V/def2-TZVPD.

Each line ends with the Mulliken charge.
CARTESIAN COORDINATES (ANGSTROEM)
Pr -0.0449 0.3042 -0.4542  0.75
O 0.5907 -2.0712 -4.0549  -0.56
C 0.5047 -1.3084 -3.1109  -0.40
N 0.0397 -1.6422 -1.8339  0.49
C -0.8221 -2.6597 -1.7151  -0.09
O -1.1441 -3.5074 -2.5263  -0.64
C -1.5825 -2.6771 -0.4208  0.48
C -2.5388 -3.6433 -0.0992  -0.42
C -3.2288 -3.6340 1.1188  -0.69
C -3.1194 -2.4981 1.8918  -0.73
C -2.1965 -1.5061 1.5339  -0.22
N -1.3173 -1.6861 0.4905  0.61
C 1.1354 -0.0043 -3.2816  1.01
C 1.0829 0.5775 -4.6245  -0.76
C 1.8040 1.7245 -4.9336  -0.52
C 2.5290 2.3212 -3.8522  -0.83
C 2.2304 1.9551 -2.5321  -0.19
N 1.5161 0.8378 -2.2442  0.48
H -2.6344 -4.4938 -0.7445  0.57
H -4.0010 -4.3709 1.3940  0.42
H -3.8187 -2.4300 2.7492  0.42
H -2.2126 -0.4938 1.9896  0.41
H 0.5518 0.0600 -5.4166  0.51
H 1.7459 2.1555 -5.9513  0.43
H 3.2579 3.0604 -4.0587  0.50
H 2.6189 2.5395 -1.6946  0.26
Br -11.0719 0.6818 -2.7974  -0.16
C -9.5622 1.8218 -2.7713  0.15
C -9.2489 2.3820 -1.5031  -0.44
C -8.2598 3.3367 -1.3895  -0.34
C -7.5525 3.7405 -2.5326  0.09
C -8.0171 3.2680 -3.8439  -0.21
C -8.9123 2.2114 -3.9023  -0.41
N -6.2818 4.1533 -2.4729  -0.39
N -5.8239 4.1039 -1.2769  -0.17
C -4.4951 3.8746 -1.1143  -0.07
C -3.8604 4.4917 -0.0042  -0.48
C -2.6745 3.9368 0.4776  -0.98
C -2.0811 2.7767 -0.0413  0.71
O -1.0342 2.2486 0.5360  -0.67
C -2.6796 2.1506 -1.2493  0.02
N -2.0062 1.1616 -1.8830  0.05
C -2.4960 0.6535 -3.0633  -0.40
C -3.5375 1.3386 -3.6750  -1.26
C -4.2107 2.3349 -3.0584  -0.19
C -3.8434 2.7845 -1.7737  0.67
H -9.7545 2.0861 -0.5922  0.38
H -7.9491 3.6362 -0.4146  0.43
H -7.5900 3.6832 -4.7715  0.42
H -9.2109 1.8619 -4.8620  0.44
H -4.3512 5.3481 0.4679  0.43
H -2.1560 4.4189 1.3572  0.34
H -2.0545 -0.2870 -3.3798  0.61
H -3.7725 1.1361 -4.6717  0.52
H -4.9735 2.9073 -3.6650  0.43
N 2.8363 -1.4628 1.8494  -0.45
P 3.4184 -1.9422 0.3094  1.07
C 5.2142 -1.7481 0.4434  0.35
C 5.9412 -2.0786 1.6478  -0.61
C 7.3086 -1.7063 1.7154  -0.71
C 7.9549 -1.1787 0.5928  -0.54
C 7.2398 -0.9244 -0.5613  -0.48
C 5.8906 -1.1760 -0.6309  -0.45
C 2.8965 -3.6753 0.6522  -0.40
C 3.7849 -4.7594 0.6637  -0.67
C 3.2752 -6.0337 0.9274  -0.50
C 1.9343 -6.2750 1.0636  -0.79
C 1.0482 -5.2182 1.1227  -0.79
C 1.5497 -3.9278 0.9305  0.98
P 2.0470 0.1156 1.9970  1.15
C 1.3078 -0.0588 3.6742  0.53
C 0.6806 -1.2249 4.0230  -0.33
C -0.1087 -1.2548 5.1918  -0.79
C -0.1830 -0.1819 6.0266  -0.57
C 0.5788 0.9526 5.7228  -0.52
C 1.2921 1.0453 4.5113  -0.94
C 3.4480 1.1888 2.0529  0.07
C 3.4771 2.1394 1.0317  0.01
C 4.5806 2.9769 0.8469  -0.47
C 5.6300 2.9768 1.7645  -0.47
C 5.5081 2.1108 2.8861  -0.72
C 4.4979 1.1463 2.9809  -0.45
H 2.6815 -2.2000 2.5423  0.46
H 5.3857 -2.4624 2.4640  0.49
H 7.8447 -1.8354 2.6473  0.42
H 9.0064 -1.0070 0.5971  0.45
H 7.6516 -0.5459 -1.4760  0.43
H 5.2742 -0.7646 -1.3988  0.40
H 4.8412 -4.5802 0.6115  0.48
H 3.9771 -6.9092 1.0021  0.32
H 1.5948 -7.2588 1.3246  0.39
H 0.0149 -5.3885 1.4198  0.43
H 0.8901 -3.0728 1.2712  -0.23
H 0.5907 -2.0545 3.3195  0.26
H -0.5977 -2.1735 5.3922  0.52
H -0.7428 -0.2706 6.9860  0.37
H 0.7546 1.6835 6.5038  0.38
H 1.8335 1.9494 4.2148  0.42
H 2.4835 2.2355 0.4574  0.05
H 4.6635 3.5710 -0.0252  0.48
H 6.5100 3.6082 1.5212  0.37
H 6.3357 2.0518 3.5784  0.39
H 4.4730 0.4467 3.8630  0.38

Lowest unoccupied orbital energy (spin up / spin down), Eh: -0.1219 / -0.1218
F_max, Eh/bohr: 0.1016
Spin multiplicity: 3
Net charge: +1
DFT total energy, Eh: -6348.81655
HOMO level (spin up / spin down), Ha: -0.331 / -0.331

Computed, not measured: a 4-piece molecular cluster, C3H15NO3S overall in a non-equilibrium geometry, with wB97M-V/def2-TZVPD.

Each line ends with the Mulliken charge.
CARTESIAN COORDINATES (ANGSTROEM)
C -0.4487 -2.0699 -1.7143  -0.88
N -0.3015 -0.8518 -0.8841  0.00
C -1.5334 -0.6351 -0.1527  -0.88
C -1.4676 0.5960 0.7221  -0.40
S -3.1266 0.7066 1.4484  -0.23
H -1.2918 -1.9355 -2.3969  0.35
H -0.4367 -3.0159 -1.0946  0.36
H 0.4209 -2.2932 -2.3515  0.38
H 0.6235 -0.7916 -0.4175  0.51
H -2.3540 -0.4468 -0.8791  0.42
H -1.9045 -1.5933 0.2664  0.47
H -0.6316 0.5226 1.4358  0.38
H -1.2571 1.5354 0.1838  0.33
H -3.1018 1.3882 2.5621  0.17
H 2.4113 3.2578 0.9015  0.32
H 2.2288 3.4005 2.5033  0.32
O 2.3717 2.8098 1.7512  -0.64
H 1.8365 2.0381 -2.0721  0.35
H 0.9140 1.0298 -1.5090  0.27
O 0.8981 1.9503 -1.8131  -0.59
H 2.7079 -2.1201 1.4111  0.33
H 1.3446 -1.7315 1.3594  0.31
O 2.0980 -1.7507 0.7398  -0.66

Lowest unoccupied orbital energy (spin up / spin down), Eh: -0.1137 / -0.3006
F_max, Eh/bohr: 0.0692
Spin multiplicity: 2
Net charge: +1
DFT total energy, Eh: -801.59555
HOMO level (spin up / spin down), Ha: -0.479 / -0.472

Computed, not measured: a 13-piece molecular cluster, C44H69Cl24F3O6 overall in a non-equilibrium geometry, with wB97M-V/def2-TZVPD.

Each line ends with the Mulliken charge.
CARTESIAN COORDINATES (ANGSTROEM)
C -2.5918 1.3571 3.6123  -0.32
C -2.9569 0.7261 2.5037  -0.70
C -3.0504 -0.2598 1.2432  -1.20
C -2.0148 0.1316 0.0248  1.44
C -1.3747 1.6271 0.2283  -0.86
C -0.7022 2.1916 -1.1508  0.19
O -1.4003 2.6224 -2.1460  -0.60
O 0.7483 2.2954 -1.3291  -0.09
C 0.8948 3.5757 -2.0405  0.63
C 0.5445 4.9154 -1.1677  -0.72
O 1.2247 3.6793 -3.2572  -0.56
C -0.8868 -1.0219 0.0049  -0.59
C 0.1441 -0.9477 1.2728  0.47
C -0.2519 -1.2200 2.7707  -0.31
C 0.8415 -1.1214 3.9236  -0.34
C 2.3884 -0.7934 3.6341  0.79
C 3.4146 -0.7557 4.8745  0.11
C 2.8011 -0.5552 2.0977  0.01
C 1.6726 -0.6174 0.9829  -0.43
O -2.8405 0.2172 -1.1755  -0.35
C -2.7290 -0.9409 -2.0165  0.37
O -3.5157 -1.9215 -1.8123  -0.60
C -1.6656 -1.0585 -3.2507  -0.31
C -2.3633 -1.0679 -4.7037  -0.30
O -2.7617 0.2890 -5.0258  -0.54
C -1.1693 -1.4430 -5.7751  0.83
F 0.1364 -1.4984 -5.1729  -0.26
F -1.0685 -0.4460 -6.8368  -0.26
F -1.3787 -2.6990 -6.4396  -0.27
H -2.2679 1.8887 4.5924  0.24
H -4.1316 -0.1718 0.8191  0.61
H -2.8993 -1.3663 1.5734  0.64
H -2.1937 2.4158 0.4930  0.54
H -0.6072 1.6717 1.0834  0.34
H 0.0024 4.6653 -0.1777  0.23
H 1.5347 5.4442 -0.8745  0.28
H -0.1688 5.6310 -1.7470  0.28
H -1.3199 -2.1059 0.0465  0.54
H -0.1964 -0.8934 -0.9301  0.17
H -1.3488 -1.4689 3.0727  0.23
H 0.5050 -1.2924 5.0104  -0.38
H 3.9191 -1.8091 4.9128  0.33
H 2.9064 -0.6249 5.9028  -0.08
H 4.3002 -0.0017 4.7295  -0.35
H 3.9216 -0.3362 1.8426  -0.38
H 2.0152 -0.4450 -0.1037  0.19
H -1.0580 -2.0295 -3.0216  0.42
H -0.9011 -0.1840 -3.1264  0.10
H -3.2140 -1.8371 -4.7307  0.40
H -1.9894 0.9080 -4.8762  0.39
Cl 2.5239 2.5828 4.3306  -0.03
C 3.3463 3.8481 5.2769  -0.55
C 4.8543 3.7898 5.1213  -0.42
Cl 5.5534 2.3399 5.8854  -0.19
H 3.0453 3.7405 6.3206  0.25
H 2.9734 4.8077 4.9126  0.30
H 5.3116 4.6546 5.6073  0.36
H 5.1503 3.7946 4.0696  0.26
Cl 5.8750 -0.2368 0.3760  -0.19
C 7.2456 0.3382 1.3582  -0.50
C 7.6211 -0.6511 2.4404  -0.55
Cl 6.3617 -0.7683 3.6869  -0.13
H 6.9768 1.3114 1.7752  0.42
H 8.0876 0.4810 0.6802  0.25
H 8.5377 -0.3278 2.9387  0.38
H 7.7906 -1.6512 2.0351  0.28
Cl 11.1924 0.4468 -2.6045  -0.21
C 9.5075 0.2266 -3.1405  -0.19
C 8.5319 0.2280 -1.9794  -0.03
Cl 8.7106 -1.2151 -0.9494  -0.16
H 9.4512 -0.7040 -3.7107  -0.10
H 9.2801 1.0548 -3.8163  0.35
H 7.5065 0.2220 -2.3560  0.35
H 8.6576 1.1114 -1.3493  -0.01
Cl 5.5925 3.5003 -6.0169  -0.21
C 3.8729 3.0826 -5.8062  -0.18
C 3.0103 3.6195 -6.9326  -0.41
Cl 2.8934 5.3968 -6.9015  -0.19
H 3.5479 3.4627 -4.8353  0.08
H 3.8133 1.9920 -5.7822  0.30
H 1.9929 3.2342 -6.8360  0.26
H 3.3951 3.3227 -7.9110  0.36
Cl 1.6231 5.9351 7.0659  -0.16
C -0.0872 6.3998 6.8859  -0.45
C -1.0115 5.1973 6.9027  -0.54
Cl -0.8198 4.1829 5.4508  -0.13
H -0.1877 6.9715 5.9609  0.31
H -0.3249 7.0613 7.7222  0.33
H -2.0519 5.5294 6.9213  0.34
H -0.8389 4.5694 7.7798  0.31
Cl 10.9727 -4.1229 -3.8888  -0.18
C 9.2711 -4.5713 -3.6141  -0.44
C 8.3574 -4.0464 -4.7051  -0.46
Cl 8.2125 -2.2714 -4.6622  -0.16
H 8.9770 -4.1995 -2.6301  0.25
H 9.2313 -5.6629 -3.5917  0.35
H 7.3509 -4.4491 -4.5719  0.30
H 8.7100 -4.3335 -5.6983  0.34
Cl -5.3808 -1.7351 1.3332  -0.05
C -6.5892 -2.4014 0.2056  -0.40
C -7.8024 -1.5021 0.0688  0.21
Cl -8.7770 -1.4558 1.5602  -0.21
H -6.8654 -3.3990 0.5549  0.35
H -6.0935 -2.5051 -0.7627  0.19
H -8.4546 -1.8772 -0.7233  -0.33
H -7.5176 -0.4775 -0.1815  0.39
Cl 6.5927 2.9103 -0.8980  -0.08
C 7.2396 4.5255 -1.2794  -0.55
C 8.6047 4.4543 -1.9367  -0.42
Cl 9.8628 3.8832 -0.8121  -0.18
H 7.2681 5.1064 -0.3551  0.33
H 6.5264 4.9998 -1.9577  0.31
H 8.9076 5.4488 -2.2713  0.40
H 8.5992 3.7903 -2.8043  0.21
Cl -2.1527 -2.2274 7.2880  -0.17
C -0.8687 -2.7285 8.4162  -0.49
C 0.1224 -1.6127 8.6876  -0.54
Cl 1.1113 -1.2301 7.2559  -0.15
H -0.3770 -3.6105 8.0003  0.31
H -1.3614 -3.0202 9.3466  0.35
H 0.8136 -1.9142 9.4778  0.31
H -0.3803 -0.6968 9.0066  0.31
Cl -8.4114 -5.8733 4.5726  -0.21
C -7.7395 -4.2635 4.2097  -0.21
C -6.3608 -4.3459 3.5830  -0.02
Cl -5.1325 -4.9313 4.7333  -0.20
H -7.7259 -3.6850 5.1359  0.35
H -8.4324 -3.7806 3.5167  0.07
H -6.0412 -3.3534 3.2578  -0.11
H -6.3530 -5.0076 2.7136  0.30
Cl -9.2656 -1.8374 -2.9574  -0.20
C -10.9396 -2.0501 -3.5298  -0.30
C -11.9390 -2.0484 -2.3889  -0.55
Cl -11.7868 -3.4944 -1.3596  -0.19
H -10.9862 -2.9772 -4.1037  0.25
H -11.1495 -1.2200 -4.2072  0.26
H -12.9560 -2.0496 -2.7872  0.35
H -11.8232 -1.1671 -1.7538  0.33
Cl -13.0385 -5.2679 -6.6780  -0.18
C -12.0804 -4.5978 -8.0217  -0.40
C -10.9042 -3.7751 -7.5314  -0.47
Cl -11.4229 -2.2617 -6.7473  -0.18
H -12.7480 -4.0079 -8.6533  0.31
H -11.7196 -5.4467 -8.6071  0.29
H -10.2713 -3.4926 -8.3755  0.34
H -10.2922 -4.3330 -6.8190  0.31

Lowest unoccupied orbital energy, Eh: 0.0069
F_max, Eh/bohr: 0.1309
DFT total energy, Eh: -13513.19872
HOMO level, Ha: -0.294

Computed, not measured: C6H5N2O4PtS3 as an isolated structure, with wB97M-V/def2-TZVPD.

Each line ends with the Mulliken charge.
CARTESIAN COORDINATES (ANGSTROEM)
Pt -0.6358 -0.3785 -0.5763  0.98
O -0.9682 1.5225 -1.5821  -0.88
N -0.0176 1.9019 -2.4731  0.36
C -0.3970 2.8563 -3.4168  -0.52
C 0.5445 3.3906 -4.2562  -0.48
C 1.8832 2.9980 -4.1893  -0.38
C 2.2276 1.9955 -3.2283  -0.66
C 1.2801 1.4700 -2.3830  0.36
S 1.6224 0.2417 -1.1877  -0.59
H -1.4486 3.0908 -3.4156  0.39
H 0.2139 4.1227 -4.9860  0.31
H 2.6241 3.4040 -4.8653  0.33
H 3.2338 1.6054 -3.1548  0.33
N -0.7386 -1.0527 2.4440  -0.50
C -0.7264 -0.7638 1.2924  0.01
H -0.5833 -1.9510 2.8730  0.34
O -0.8007 -3.7541 1.0255  -0.63
S -1.9929 -3.6848 0.1859  0.90
O -3.1641 -3.1551 0.8727  -0.60
O -2.2527 -4.9142 -0.5583  -0.65
S -1.5803 -2.2859 -1.3921  -0.44

Lowest unoccupied orbital energy (spin up / spin down), Eh: 0.1904 / 0.1860
F_max, Eh/bohr: 0.0156
Spin multiplicity: 4
Net charge: -2
DFT total energy, Eh: -1955.92299
HOMO level (spin up / spin down), Ha: 0.040 / -0.063

Computed, not measured: C35H32N9OS2V as an isolated structure, with wB97M-V/def2-TZVPD.

Each line ends with the Mulliken charge.
CARTESIAN COORDINATES (ANGSTROEM)
V 0.8309 -0.3833 0.3908  -0.82
N 0.9271 -4.4127 -0.2868  -0.41
C 0.4596 -3.1476 -0.2408  0.74
S 0.3152 -2.4239 1.3519  -0.46
N 0.1785 -2.5859 -1.3762  -1.04
N -0.3265 -1.2973 -1.2923  0.69
C -0.7529 -0.8520 -2.4291  0.39
C -0.5320 -1.5793 -3.7054  -0.56
C -1.6106 -1.9500 -4.4988  0.11
C -1.3948 -2.5825 -5.7153  -0.89
C -0.1008 -2.8156 -6.1547  -0.41
C 0.9804 -2.4287 -5.3713  -0.92
C 0.7671 -1.8235 -4.1453  -0.04
C -1.5408 0.4039 -2.5245  0.37
C -1.5408 1.1297 -3.7123  -0.39
C -2.3006 2.2850 -3.7923  -0.73
C -3.0453 2.6748 -2.6927  -0.66
C -2.9980 1.8824 -1.5548  -0.55
N -2.2700 0.7730 -1.4683  -0.30
H 1.0462 -4.9335 0.5624  0.24
H 0.8838 -4.9021 -1.1654  0.24
H -2.6219 -1.7527 -4.1634  0.50
H -2.2381 -2.8858 -6.3212  0.41
H 0.0680 -3.2987 -7.1079  0.41
H 1.9904 -2.6101 -5.7148  0.44
H 1.6046 -1.5450 -3.5172  0.54
H -0.9477 0.7965 -4.5520  0.55
H -2.3121 2.8687 -4.7033  0.47
H -3.6577 3.5653 -2.7072  0.48
H -3.5670 2.1536 -0.6734  0.47
N -1.0144 0.5168 1.0387  1.22
C -1.4856 -0.0694 2.2748  0.91
C -2.7426 -0.6500 2.3065  -1.23
C -3.1949 -1.2562 3.4676  -0.70
C -2.3824 -1.2802 4.5910  -0.93
C -1.1284 -0.6926 4.5499  -1.10
C -0.6568 -0.0697 3.3954  0.88
C 0.6897 0.5480 3.3340  1.87
C 1.2375 1.1009 4.4956  -0.67
C 2.5097 1.6493 4.5006  -1.09
C 3.2403 1.6851 3.3210  -0.94
C 2.6950 1.1545 2.1599  -0.16
C 1.4311 0.5609 2.1431  0.67
H -1.7054 0.3656 0.2932  0.44
H -0.9884 1.5423 1.1642  -0.76
H -3.3588 -0.6393 1.4150  0.43
H -4.1729 -1.7176 3.4893  0.45
H -2.7183 -1.7692 5.4954  0.43
H -0.4871 -0.7482 5.4201  0.51
H 0.6618 1.0857 5.4139  0.45
H 2.9268 2.0429 5.4192  0.38
H 4.2363 2.1100 3.3051  0.49
H 3.2978 1.1840 1.2610  0.22
O 2.4378 -0.8672 -0.1082  0.42
C 3.6786 -0.5694 -0.5121  0.02
C 4.7477 -1.3892 -0.1815  -0.95
C 6.0091 -1.0446 -0.6340  -0.65
C 6.1979 0.1021 -1.3993  -0.87
C 5.1258 0.9164 -1.7119  -1.07
C 3.8416 0.5904 -1.2724  1.24
C 2.6718 1.4237 -1.5343  0.02
N 1.4710 1.3462 -0.9623  1.02
C 0.7241 2.3834 -1.4776  -0.46
C 1.4683 3.0873 -2.3639  -1.28
N 2.6930 2.4662 -2.3917  -0.05
H 4.5728 -2.2721 0.4170  0.56
H 6.8564 -1.6700 -0.3869  0.47
H 7.1888 0.3648 -1.7425  0.44
H 5.3046 1.8185 -2.2843  0.41
H -0.2798 2.5742 -1.1496  0.21
H 1.2457 3.9529 -2.9609  0.48
H 3.4781 2.7364 -2.9579  0.18
N 0.5585 4.3211 2.8354  -0.36
C -0.6885 3.9498 2.5232  0.47
N -1.4730 3.5362 3.5282  -0.32
S -1.2542 4.0183 0.9362  -0.39
H 0.9731 4.0717 3.7195  0.20
H 1.1780 4.5231 2.0711  0.22
H -1.1557 3.5064 4.4822  0.20
H -2.4322 3.3185 3.3262  0.21

Lowest unoccupied orbital energy (spin up / spin down), Eh: -0.1250 / -0.1070
F_max, Eh/bohr: 0.0112
Spin multiplicity: 2
Net charge: +1
DFT total energy, Eh: -3661.30999
HOMO level (spin up / spin down), Ha: -0.387 / -0.387

- Look up the DFT total energy of the fourth one.
  -1955.92299 Eh